1.
ORCA calculation (wB97M-V/def2-TZVPD) on 11 unconnected molecules or ions with the total composition C30H59Cl20NPS2 at a distorted geometry.

The orbital gap is 7.248 eV. Its LUMO energy is -3.0 eV. The total charge is +1. The calculation puts the energy above the lowest of the compared OMol25 structures with the same formula, charge and spin at 0.0 kJ/mol.

Positions of all 113 atoms, in Å:
C -2.66 2.81 1.03
C -1.63 2.72 0.42
P 0.04 2.67 -0.14
C 0.33 1.15 -1.17
C 1.79 0.67 -0.85
C 1.72 -0.79 -0.32
S 3.26 -1.24 0.55
C 2.62 -2.29 1.90
S 3.17 -3.81 1.96
N 1.72 -1.68 2.82
C 0.64 -2.62 3.21
C -0.16 -3.03 1.94
C 2.58 -1.23 3.98
C 2.12 -1.70 5.37
H -3.55 2.82 1.63
H 0.91 2.69 0.97
H 0.28 3.86 -0.87
H 0.18 1.45 -2.21
H -0.45 0.42 -0.92
H 2.38 0.74 -1.78
H 2.20 1.27 -0.02
H 1.54 -1.52 -1.12
H 0.90 -0.82 0.41
H 1.00 -3.55 3.67
H -0.10 -2.15 3.87
H -1.11 -3.48 2.28
H -0.46 -2.13 1.38
H 0.39 -3.71 1.29
H 3.60 -1.61 3.81
H 2.68 -0.13 3.98
H 2.75 -1.16 6.10
H 2.32 -2.77 5.48
H 1.09 -1.43 5.62
Cl -3.83 0.72 0.11
C -4.11 -0.83 -0.73
C -3.45 -0.79 -2.09
Cl -4.28 0.33 -3.19
H -5.18 -1.02 -0.80
H -3.67 -1.62 -0.12
H -3.49 -1.78 -2.56
H -2.41 -0.49 -2.01
Cl 3.91 3.22 -1.18
C 5.50 2.44 -1.33
C 5.89 1.69 -0.08
Cl 6.22 2.79 1.28
H 6.23 3.20 -1.58
H 5.44 1.74 -2.17
H 6.79 1.11 -0.25
H 5.10 1.00 0.23
Cl 6.27 5.80 -1.50
C 6.32 7.04 -2.77
C 5.34 6.75 -3.88
Cl 5.82 5.32 -4.84
H 7.34 7.11 -3.15
H 6.06 7.99 -2.30
H 5.30 7.59 -4.57
H 4.34 6.57 -3.50
Cl -8.18 -0.09 3.01
C -6.63 0.23 3.83
C -5.45 -0.13 2.97
Cl -5.30 -1.89 2.73
H -6.63 -0.32 4.77
H -6.62 1.29 4.05
H -4.53 0.21 3.44
H -5.52 0.33 1.98
Cl -9.36 1.56 -1.55
C -10.01 1.12 0.06
C -11.46 0.70 -0.01
Cl -12.54 2.06 -0.39
H -9.87 1.97 0.72
H -9.40 0.30 0.42
H -11.77 0.31 0.96
H -11.61 -0.08 -0.76
Cl 1.90 0.18 -5.54
C 3.49 -0.59 -5.70
C 3.88 -1.33 -4.44
Cl 4.22 -0.23 -3.08
H 4.22 0.18 -5.94
H 3.43 -1.28 -6.54
H 4.79 -1.90 -4.62
H 3.10 -2.03 -4.13
Cl 2.27 -6.70 0.04
C 3.87 -7.48 -0.06
C 4.23 -8.21 1.22
Cl 4.54 -7.09 2.57
H 4.61 -6.72 -0.30
H 3.83 -8.19 -0.88
H 5.15 -8.78 1.07
H 3.45 -8.90 1.52
Cl 7.39 -0.81 2.75
C 8.41 -2.00 1.91
C 8.92 -1.48 0.59
Cl 7.61 -1.31 -0.60
H 7.83 -2.92 1.78
H 9.25 -2.22 2.57
H 9.65 -2.18 0.17
H 9.41 -0.51 0.70
Cl -1.32 0.14 -5.22
C -1.39 0.63 -6.94
C -2.46 -0.11 -7.70
Cl -2.07 -1.83 -7.90
H -0.41 0.47 -7.37
H -1.60 1.70 -6.95
H -2.56 0.31 -8.70
H -3.43 -0.04 -7.20
Cl -9.86 1.59 4.88
C -9.70 3.02 5.94
C -8.65 4.00 5.48
Cl -6.99 3.37 5.66
H -9.50 2.67 6.95
H -10.68 3.52 5.93
H -8.71 4.91 6.08
H -8.79 4.28 4.43

Here are the Löwdin charges for atoms 1 to 5, given in e:
1 C -0.0206
2 C -0.3207
3 P 1.0526
4 C -0.2808
5 C -0.3614



2.
ORCA calculation (wB97M-V/def2-TZVPD) on 3 unconnected molecules or ions with the total composition C30H59ClF4N6O7P3 at a distorted geometry.

The orbital gap (spin up / spin down) is 5.883 / 6.698 eV. Its LUMO energy (spin up / spin down) is -4.1 / -4.1 eV. The expectation value of S² is 2.008. The multiplicity is 3. The total charge is +1.

Positions of all 110 atoms, in Å:
C -0.94 -2.67 -2.79
C -2.17 -2.37 -2.36
C -2.77 -0.96 -2.48
P -2.99 -0.71 -4.30
O -4.07 -1.63 -4.70
O -1.71 -1.11 -5.16
O -3.38 0.74 -4.76
C -1.86 -0.01 -1.62
C -1.21 1.22 -2.27
F -2.05 2.18 -2.63
F -0.46 1.78 -1.26
C -0.15 0.89 -3.38
F -0.52 1.45 -4.53
F 1.03 1.42 -3.07
C -2.56 0.50 -0.33
N -3.41 -0.51 0.36
C -4.41 0.28 1.17
C -3.76 0.82 2.44
C -4.03 -1.36 -0.47
N -4.60 -2.46 -0.05
N -4.50 -2.71 1.36
C -4.01 -4.09 1.64
C -2.73 -4.45 0.90
P -5.52 -3.69 -1.00
O -5.04 -3.69 -2.54
Cl -7.42 -2.83 -1.06
N -4.11 -1.07 -1.83
P -5.33 0.06 -2.24
O -4.96 1.47 -2.23
H -0.09 -2.12 -2.38
H -0.73 -3.43 -3.54
H -2.72 -3.16 -1.87
H -1.87 -2.01 -5.49
H -4.25 0.69 -5.18
H -1.02 -0.59 -1.24
H 0.00 -0.19 -3.50
H -3.09 1.42 -0.58
H -1.80 0.79 0.39
H -5.19 -0.40 1.52
H -4.91 1.04 0.58
H -3.07 1.64 2.26
H -4.58 1.12 3.10
H -3.28 -0.01 2.96
H -5.47 -2.69 1.67
H -4.77 -4.86 1.56
H -3.75 -4.08 2.70
H -1.93 -3.74 1.11
H -2.87 -4.65 -0.16
H -2.39 -5.39 1.35
H -5.37 -2.91 -3.01
H -5.90 -0.28 -3.48
H -6.35 -0.16 -1.27
C 7.71 -0.11 -4.11
C 6.45 -0.80 -4.66
C 5.75 0.11 -5.66
C 5.01 1.27 -5.00
C 4.05 0.76 -3.94
C 4.72 -0.14 -2.90
N 5.55 -1.21 -3.53
O 4.76 -2.13 -3.96
C 5.58 0.72 -1.95
C 3.65 -0.74 -1.99
C 7.00 -2.02 -5.40
H 8.17 -0.70 -3.31
H 8.46 0.00 -4.90
H 7.54 0.90 -3.74
H 5.03 -0.47 -6.25
H 6.48 0.50 -6.38
H 5.72 1.99 -4.58
H 4.45 1.82 -5.76
H 3.57 1.60 -3.43
H 3.24 0.21 -4.43
H 6.24 0.10 -1.35
H 4.94 1.28 -1.26
H 6.18 1.47 -2.46
H 2.90 -1.30 -2.54
H 3.13 0.06 -1.46
H 4.09 -1.41 -1.24
H 7.49 -2.72 -4.72
H 7.74 -1.70 -6.14
H 6.23 -2.56 -5.95
C 1.49 3.36 4.90
C 0.08 2.74 4.84
C -0.90 3.60 5.65
C -0.73 3.45 7.16
C -0.80 1.99 7.57
C 0.18 1.10 6.80
N 0.12 1.32 5.32
O -0.94 0.71 4.88
C 1.62 1.35 7.32
C -0.09 -0.36 7.16
C -0.28 2.83 3.36
H 2.23 2.71 4.43
H 1.51 4.31 4.37
H 1.83 3.59 5.91
H -1.93 3.33 5.38
H -0.78 4.65 5.37
H 0.21 3.90 7.48
H -1.52 4.01 7.66
H -0.61 1.90 8.64
H -1.82 1.63 7.40
H 2.36 0.91 6.66
H 1.75 0.90 8.30
H 1.86 2.40 7.45
H -1.11 -0.66 6.95
H 0.07 -0.52 8.23
H 0.58 -1.03 6.62
H 0.38 2.20 2.75
H -0.19 3.85 3.01
H -1.31 2.52 3.17

Here are the Löwdin charges for atoms 1 to 5, given in e:
1 C 0.0544
2 C -0.1354
3 C -0.3348
4 P 0.4638
5 O -0.2675



3.
ORCA calculation (wB97M-V/def2-TZVPD) on 12 unconnected molecules or ions with the total composition C30H60O24 at a distorted geometry.

The orbital gap is 10.387 eV. Its LUMO energy is 0.5 eV. The total charge is 0. The calculation puts the energy above the lowest of the compared OMol25 structures with the same formula, charge and spin at 129.8 kJ/mol.

Positions of all 114 atoms, in Å:
C 14.97 13.18 13.79
O 14.81 14.64 13.80
H 14.01 12.84 14.12
H 15.29 12.85 12.80
H 15.76 12.87 14.56
H 15.59 14.95 13.29
C 12.44 16.44 11.86
O 13.31 17.04 12.81
H 11.34 16.73 12.00
H 12.65 16.62 10.77
H 12.50 15.32 11.88
H 13.63 16.22 13.30
C 13.88 10.39 16.64
O 13.06 10.86 15.60
H 14.08 9.32 16.53
H 14.74 10.99 16.74
H 13.38 10.55 17.57
H 12.15 10.87 15.92
C 16.25 15.79 16.74
O 14.91 16.02 16.35
H 16.89 15.66 15.89
H 16.50 16.73 17.23
H 16.15 15.01 17.50
H 14.85 15.58 15.50
C 14.61 11.65 9.28
O 15.04 12.06 10.53
H 13.50 11.78 9.13
H 15.25 12.09 8.44
H 14.78 10.57 9.20
H 14.29 12.45 11.01
C 16.30 10.00 12.51
O 17.20 11.02 12.04
H 16.78 9.29 13.19
H 15.44 10.49 13.00
H 15.77 9.43 11.75
H 16.63 11.45 11.35
C 21.56 17.40 13.24
C 20.63 16.23 13.23
C 20.10 15.78 14.61
O 18.80 15.30 14.33
C 18.37 15.91 13.22
O 17.28 15.79 12.77
O 19.40 16.55 12.63
H 21.15 18.31 13.70
H 22.02 17.56 12.27
H 22.39 17.10 13.88
H 21.04 15.44 12.64
H 19.95 16.71 15.21
H 20.67 14.97 15.17
C 11.28 8.90 12.65
C 10.78 9.99 11.81
C 9.80 11.02 12.35
O 10.50 12.30 12.35
C 11.71 12.15 11.75
O 12.51 13.01 11.57
O 11.85 10.84 11.44
H 11.92 8.27 11.99
H 10.51 8.25 13.01
H 11.79 9.39 13.42
H 10.33 9.60 10.89
H 9.67 10.79 13.38
H 8.84 11.05 11.83
C 15.56 18.29 9.42
C 15.42 19.11 8.18
C 16.36 18.75 7.04
O 15.52 18.71 5.87
C 14.26 18.89 6.23
O 13.32 18.98 5.46
O 14.12 18.95 7.59
H 16.61 18.28 9.65
H 15.32 17.23 9.25
H 14.94 18.77 10.19
H 15.47 20.16 8.47
H 16.92 17.81 7.24
H 17.11 19.53 6.95
C 15.59 21.45 15.67
C 15.87 19.97 15.52
C 15.89 19.36 14.02
O 17.20 18.87 13.81
C 17.84 18.97 14.99
O 18.98 18.59 15.17
O 17.15 19.58 15.95
H 15.65 21.84 16.69
H 14.53 21.63 15.32
H 16.25 22.04 15.04
H 15.06 19.41 16.07
H 15.71 20.15 13.22
H 15.17 18.54 13.79
C 19.18 11.77 15.01
C 20.41 11.70 14.16
C 20.30 12.38 12.78
O 21.45 13.26 12.71
C 22.01 13.37 13.93
O 22.85 14.17 14.13
O 21.40 12.55 14.81
H 18.96 12.83 15.14
H 19.38 11.31 15.94
H 18.33 11.36 14.50
H 20.79 10.67 14.00
H 19.35 12.91 12.68
H 20.28 11.70 11.92
C 12.10 14.74 15.78
C 10.78 14.28 16.25
C 9.61 14.69 15.41
O 8.85 13.53 15.14
C 9.59 12.43 15.59
O 9.27 11.26 15.57
O 10.72 12.87 16.21
H 12.88 14.35 16.40
H 12.22 15.81 15.79
H 12.14 14.48 14.73
H 10.63 14.56 17.32
H 9.92 15.10 14.43
H 9.08 15.40 16.04

Here are the Löwdin charges for atoms 1 to 5, given in e:
1 C -0.0753
2 O -0.1739
3 H 0.0529
4 H 0.0593
5 H 0.1070